The following is a DFT calculation (ωB97M-V/def2-TZVPD) of a 2-piece molecular cluster, C3H3IO overall at a distorted geometry.

Geometry as ORCA input:
```
! RIJCOSX wB97M-V def2-TZVPD def2/J DEFGRID3
* xyz 0 3
C -0.842 1.466 -0.067
C -0.816 -1.133 0.117
C -0.872 0.314 0.175
O 0.215 -1.732 -0.038
I 3.364 0.067 0.070
H 1.877 -0.012 -0.532
H -1.032 2.489 -0.054
H -1.896 -1.459 0.330
*
```

Computed properties:
LUMO energy (spin up / spin down) ... 0.719 / -3.410 eV
Gap between HOMO and LUMO (spin up / spin down) ... 7.912 / 6.492 eV
Energy relative to the best compared isomer or geometry (same formula, charge and spin) ... 30.2 kcal per mole
DFT total energy ... -13301.1170 eV

Atom charges from the Mulliken analysis, given in e for atoms 1 to 2:
1. C -0.023
2. C -0.091